{
  "formula": "C58H100O27",
  "method": "ωB97M-V with the def2-TZVPD basis set",
  "symbols": ["C", "O", "C", "O", "O", "C", "H", "H", "H", "H", "H", "H", "C", "O", "C", "O", "O", "C", "H", "H", "H", "H", "H", "H", "C", "C", "C", "O", "C", "H", "H", "H", "H", "H", "H", "H", "H", "C", "C", "C", "O", "C", "H", "H", "H", "H", "H", "H", "H", "H", "C", "C", "C", "O", "C", "H", "H", "H", "H", "H", "H", "H", "H", "C", "C", "C", "O", "C", "H", "H", "H", "H", "H", "H", "H", "H", "C", "C", "C", "O", "C", "H", "H", "H", "H", "H", "H", "H", "H", "O", "C", "O", "C", "C", "C", "H", "H", "H", "H", "H", "H", "O", "C", "O", "C", "C", "C", "H", "H", "H", "H", "H", "H", "O", "C", "O", "C", "C", "C", "H", "H", "H", "H", "H", "H", "O", "C", "O", "C", "C", "C", "H", "H", "H", "H", "H", "H", "O", "C", "O", "C", "C", "C", "H", "H", "H", "H", "H", "H", "O", "C", "O", "C", "C", "C", "H", "H", "H", "H", "H", "H", "O", "C", "O", "C", "C", "C", "H", "H", "H", "H", "H", "H", "O", "C", "O", "C", "C", "C", "H", "H", "H", "H", "H", "H"],
  "coordinates": [[2.124, 0.845, 0.464], [0.863, 0.284, 0.474], [-0.155, 1.023, 0.195], [-0.099, 2.175, -0.172], [-1.255, 0.332, 0.273], [-1.346, -1.048, 0.651], [2.187, 1.514, 1.322], [2.420, 1.365, -0.448], [2.837, 0.028, 0.579], [-2.384, -1.379, 0.638], [-0.910, -1.293, 1.620], [-0.809, -1.672, -0.063], [-1.150, -5.111, -0.603], [-1.645, -6.205, -1.355], [-1.530, -7.474, -1.001], [-2.016, -8.428, -1.661], [-0.969, -7.650, 0.163], [-0.732, -8.941, 0.638], [-1.276, -4.186, -1.165], [-0.100, -5.338, -0.417], [-1.561, -5.084, 0.406], [0.071, -8.883, 1.372], [-0.337, -9.644, -0.096], [-1.632, -9.358, 1.089], [-3.869, 3.545, -2.331], [-3.324, 2.530, -1.351], [-3.857, 1.211, -1.935], [-4.635, 1.566, -3.026], [-4.254, 2.783, -3.605], [-3.123, 4.308, -2.556], [-4.751, 3.971, -1.854], [-3.619, 2.649, -0.308], [-2.239, 2.604, -1.429], [-4.526, 0.696, -1.246], [-3.109, 0.514, -2.315], [-4.929, 3.366, -4.231], [-3.456, 2.490, -4.288], [-5.898, -4.440, -0.478], [-6.052, -4.711, 1.000], [-4.573, -4.803, 1.464], [-4.006, -3.750, 0.716], [-4.568, -3.694, -0.611], [-6.738, -3.827, -0.804], [-5.962, -5.293, -1.154], [-6.738, -5.531, 1.214], [-6.491, -3.883, 1.556], [-4.079, -5.719, 1.142], [-4.457, -4.785, 2.548], [-3.883, -4.119, -1.345], [-4.836, -2.682, -0.911], [5.961, -2.397, -0.529], [5.095, -2.805, 0.623], [5.038, -1.595, 1.580], [6.052, -0.763, 1.037], [6.046, -0.887, -0.388], [5.478, -2.672, -1.466], [6.912, -2.928, -0.486], [5.431, -3.717, 1.116], [4.096, -3.151, 0.358], [5.124, -1.877, 2.629], [4.092, -1.055, 1.540], [6.893, -0.367, -0.835], [5.205, -0.450, -0.926], [-7.299, 0.244, 2.013], [-6.308, 0.798, 1.064], [-4.905, 0.529, 1.688], [-5.169, -0.301, 2.802], [-6.469, -0.870, 2.717], [-8.159, -0.147, 1.470], [-7.776, 0.978, 2.662], [-6.500, 1.856, 0.885], [-6.481, 0.161, 0.196], [-4.236, 1.379, 1.821], [-4.307, -0.034, 0.972], [-6.776, -1.116, 3.734], [-6.491, -1.858, 2.258], [-0.135, 3.389, -4.691], [-0.026, 2.351, -5.764], [1.344, 1.740, -5.450], [1.762, 2.232, -4.177], [0.651, 2.844, -3.472], [-1.191, 3.588, -4.509], [0.395, 4.303, -4.960], [0.037, 2.862, -6.725], [-0.755, 1.565, -5.960], [2.014, 1.976, -6.277], [1.176, 0.663, -5.483], [0.872, 3.566, -2.687], [0.144, 2.069, -2.896], [5.459, 0.611, -3.870], [5.488, 1.826, -3.719], [6.166, 2.609, -4.643], [5.800, 3.907, -4.445], [5.424, 3.939, -2.973], [4.738, 2.618, -2.720], [4.942, 4.074, -5.096], [6.634, 4.546, -4.733], [4.722, 4.708, -2.652], [6.341, 4.018, -2.388], [3.675, 2.716, -2.940], [4.748, 2.267, -1.688], [-0.721, 7.450, 1.281], [0.302, 6.829, 1.490], [0.434, 5.568, 0.881], [1.702, 4.957, 1.110], [2.479, 6.155, 1.699], [1.518, 7.111, 2.283], [2.074, 4.611, 0.145], [1.763, 4.107, 1.790], [3.005, 6.594, 0.851], [3.171, 5.859, 2.487], [1.830, 8.149, 2.167], [1.348, 6.818, 3.319], [-1.883, -2.170, -2.551], [-2.142, -2.214, -3.711], [-3.137, -3.040, -4.211], [-3.325, -2.961, -5.622], [-2.340, -1.832, -6.018], [-1.482, -1.444, -4.853], [-4.323, -2.626, -5.906], [-2.993, -3.939, -5.969], [-2.908, -0.948, -6.309], [-1.649, -2.108, -6.815], [-1.322, -0.388, -4.635], [-0.532, -1.950, -5.023], [1.354, -2.624, -0.925], [1.902, -2.225, -1.939], [3.037, -2.806, -2.453], [3.422, -2.270, -3.728], [2.181, -1.525, -4.056], [1.592, -1.054, -2.740], [3.655, -3.000, -4.504], [4.150, -1.488, -3.511], [1.429, -2.069, -4.627], [2.484, -0.698, -4.699], [0.510, -0.921, -2.761], [2.030, -0.137, -2.348], [5.006, 4.682, 0.026], [5.341, 4.016, 1.031], [5.168, 2.679, 1.075], [5.366, 2.261, 2.382], [6.403, 3.266, 3.017], [6.033, 4.568, 2.248], [5.795, 1.259, 2.419], [4.379, 2.238, 2.844], [7.398, 2.860, 2.831], [6.240, 3.387, 4.088], [6.913, 5.168, 2.016], [5.290, 5.149, 2.795], [-0.458, 5.717, 4.656], [-0.992, 4.710, 4.256], [-2.275, 4.556, 4.440], [-2.849, 3.366, 3.865], [-1.667, 2.558, 3.464], [-0.501, 3.518, 3.417], [-3.449, 3.599, 2.986], [-3.421, 2.907, 4.671], [-1.906, 2.035, 2.538], [-1.320, 1.810, 4.176], [-0.352, 3.779, 2.369], [0.436, 3.091, 3.774], [2.696, 0.333, 3.790], [2.352, -0.815, 4.034], [1.803, -1.530, 3.056], [1.635, -2.863, 3.415], [2.627, -3.070, 4.539], [2.693, -1.725, 5.235], [1.872, -3.551, 2.603], [0.646, -3.028, 3.842], [3.607, -3.388, 4.183], [2.207, -3.823, 5.205], [3.593, -1.380, 5.744], [1.875, -1.601, 5.945], [-3.665, -4.311, 5.085], [-3.171, -3.140, 5.004], [-3.193, -2.258, 6.035], [-2.547, -1.066, 5.759], [-1.902, -1.322, 4.416], [-2.575, -2.526, 3.775], [-1.837, -0.916, 6.573], [-3.269, -0.250, 5.753], [-0.825, -1.488, 4.427], [-2.083, -0.412, 3.843], [-1.899, -3.226, 3.283], [-3.420, -2.400, 3.099]],
  "forces_ev_per_a": [[1.764, 0.547, 0.501], [0.571, -1.965, 0.215], [-0.012, 0.710, -0.898], [-0.270, 0.118, 0.263], [-2.441, 0.036, 0.292], [0.702, -1.027, -0.357], [0.397, 0.118, -0.104], [-0.544, 0.191, -0.157], [-0.220, 0.053, 0.192], [-0.063, 0.554, -0.029], [0.028, 0.574, 0.180], [0.051, 0.159, -0.148], [1.414, -0.621, 1.122], [-0.926, -0.483, -1.132], [-2.507, -2.790, -2.118], [1.563, 2.980, 1.410], [1.105, 1.274, 0.863], [0.495, -1.393, 0.518], [-0.173, -0.304, 0.056], [0.303, 0.561, -0.231], [-0.617, 0.233, -0.212], [-0.288, 0.359, 0.249], [-0.416, 0.276, -0.480], [0.033, 0.017, -0.057], [0.178, 1.128, -0.191], [1.061, -0.686, -0.672], [0.217, 0.094, 0.362], [-3.128, -0.800, -1.737], [1.413, -0.083, 1.338], [-0.203, 0.328, 0.249], [-0.162, 0.412, -0.584], [0.003, 0.278, -0.138], [0.038, -0.428, 0.492], [0.181, -0.194, 0.066], [0.511, -0.078, 0.485], [-0.932, -0.704, 0.346], [0.877, 0.676, -0.031], [-0.904, 0.297, -0.842], [0.428, -0.764, 0.740], [-1.302, -0.915, -1.000], [1.042, 1.428, 0.236], [-0.773, -0.395, 0.628], [0.070, 0.286, -0.129], [0.239, -0.452, 0.483], [0.424, -0.409, 0.009], [0.053, 0.342, -0.305], [-0.206, -0.506, -0.114], [0.277, 0.888, -0.049], [0.025, -0.075, 0.067], [0.743, 0.333, 0.341], [0.068, -0.369, -1.407], [-1.479, -1.199, 1.327], [-0.298, -0.375, -1.389], [0.413, 1.573, 0.760], [0.178, -0.875, 0.316], [0.125, -0.053, -0.107], [0.186, 0.387, 0.006], [0.671, 0.185, 0.235], [-0.273, 0.535, -0.527], [0.950, 0.297, 0.041], [-0.230, -0.113, -0.219], [0.375, -0.324, 0.464], [-0.677, 0.298, 0.541], [-1.138, -1.291, 1.089], [0.759, 0.600, -0.465], [-0.673, -0.994, -1.638], [0.748, 0.077, 0.809], [-0.577, 0.889, 0.699], [0.061, -0.341, -0.065], [0.602, -0.028, 0.570], [0.142, -0.126, -0.470], [0.654, 0.612, -0.595], [-0.528, 0.365, 1.113], [-0.039, -0.417, -0.289], [-0.100, 0.470, 0.196], [0.255, 0.184, -0.899], [-1.182, 0.171, 1.659], [1.277, 0.329, -1.313], [-0.928, -0.270, -0.382], [0.711, 0.093, 0.355], [-0.926, -0.977, -1.456], [0.074, 0.424, 0.374], [-0.266, 0.037, -0.317], [-0.045, 0.053, -0.129], [-0.508, 0.259, 0.929], [0.652, 0.187, 0.570], [0.519, -0.229, 0.524], [0.899, 0.287, -0.534], [-0.448, -0.314, -0.239], [0.381, 1.609, 0.392], [-0.349, -3.475, -1.796], [0.125, -3.361, 0.915], [-0.854, 1.874, 0.358], [-0.488, 1.555, 1.072], [0.388, 0.916, -0.014], [-0.166, 0.596, -0.048], [-0.171, 0.170, 0.128], [0.509, 0.492, -0.260], [-0.052, 0.087, 0.131], [0.016, -0.359, -0.644], [0.598, -0.195, -0.146], [1.777, -0.649, 0.566], [-2.618, -0.584, -1.322], [-0.791, 0.124, 0.518], [0.557, 1.435, 0.246], [2.139, -1.068, -0.764], [-0.408, 0.267, 0.165], [0.142, 0.150, 0.081], [-0.911, -0.081, 0.141], [0.368, 0.140, 0.261], [0.377, -0.144, -0.391], [-0.206, -0.060, 0.318], [-0.396, 0.476, 0.123], [0.052, -0.129, 0.457], [-0.758, -0.053, -0.806], [0.094, 0.559, 1.401], [2.001, 0.905, 0.455], [-0.188, 0.987, -1.600], [-0.117, -1.637, 0.758], [-0.109, -0.696, 0.315], [-0.572, 0.123, -0.565], [-0.066, -0.134, -0.412], [-0.559, -0.038, -0.402], [-0.187, -0.160, -0.007], [0.301, 0.339, 0.459], [0.963, 0.159, -1.430], [0.759, -1.169, 2.411], [-0.151, -1.743, 1.160], [-1.136, 1.079, 1.101], [-0.666, 2.174, -2.161], [-0.920, 0.446, -1.144], [0.420, -0.205, 0.632], [0.775, -0.527, -0.443], [0.176, -0.439, 0.130], [-0.249, 0.157, -0.048], [-0.004, 0.101, -0.044], [0.289, -0.090, 0.048], [0.746, -2.024, 2.863], [-0.476, 2.210, -4.036], [-0.011, 1.279, -1.297], [1.021, -0.644, 2.351], [-1.656, -0.081, -0.318], [0.442, -1.423, 0.634], [-0.278, -0.027, -0.391], [0.120, 0.066, 0.508], [0.046, 0.428, -0.087], [0.146, -0.193, -0.044], [-0.386, 0.152, -0.277], [0.181, 0.151, 0.072], [0.643, -0.843, -0.276], [1.028, 0.552, -0.913], [-2.477, 0.113, 0.467], [0.274, 0.359, 0.946], [1.053, -1.682, -0.018], [0.289, 0.482, -0.644], [-0.192, 0.350, 0.285], [-0.333, 0.029, -0.335], [0.458, 0.013, -0.161], [-0.835, -0.281, 0.304], [0.161, 0.687, 0.115], [-0.087, 0.108, 0.136], [-0.788, -1.249, 1.043], [2.152, 1.883, -0.434], [-0.739, 0.681, -1.086], [0.474, -1.174, 0.962], [0.242, -0.891, 1.176], [-0.916, 1.118, -0.815], [-0.442, 0.371, -0.273], [-0.330, -0.059, -0.487], [-0.039, -0.008, -0.038], [0.436, -0.231, 0.035], [0.070, -0.282, -0.339], [-0.130, -0.119, 0.149], [1.886, 4.658, 0.047], [-2.290, -4.624, 0.567], [-1.344, -2.555, 0.361], [0.752, 0.130, -0.013], [0.424, 1.717, -1.932], [-0.098, -0.333, 0.990], [0.110, 0.297, -0.099], [-0.009, 0.009, -0.109], [0.000, 0.130, 0.381], [0.348, -0.062, -0.378], [0.024, 0.040, 0.133], [0.086, 0.648, -0.145]],
  "mulliken_charge": [-0.288, 0.382, 0.203, -0.519, 0.425, 0.511, 0.314, 0.376, -0.952, -0.094, -0.362, -0.302, -0.139, -0.290, 0.647, -0.657, -0.281, -0.738, -0.232, 0.611, 0.161, 0.255, 0.313, 0.287, -0.742, 1.220, 0.929, -0.606, -0.244, 0.369, 0.353, -0.257, -0.548, -0.537, -0.410, 0.366, 0.022, -0.650, -0.330, -0.446, 0.132, -0.109, 0.348, 0.344, 0.388, -0.198, 0.163, 0.364, 0.150, -0.075, -0.411, -0.401, 0.909, -0.502, 0.252, 0.085, 0.272, 0.380, 0.038, 0.388, -0.889, 0.410, -0.381, -0.804, -0.362, 1.246, -0.329, 0.260, 0.382, 0.275, 0.378, 0.258, -0.474, -0.673, 0.383, -0.514, -0.517, -0.676, -0.119, -0.105, 0.333, 0.157, 0.362, 0.368, 0.139, 0.335, -0.109, 0.246, -0.346, -0.578, 0.314, -0.413, -0.519, -0.523, 1.858, 0.230, 0.328, 0.390, 0.246, -0.683, -0.627, -0.641, 0.362, -0.421, 0.869, -0.254, -0.346, -0.055, -0.325, 0.362, -0.138, 0.405, 0.189, 0.083, -0.030, -0.419, -0.506, -0.864, 1.099, 0.300, 0.319, 0.309, 0.358, -0.191, -0.592, -0.447, -0.169, -0.385, -0.391, -0.006, 2.555, 0.357, 0.101, -0.075, 0.192, -0.915, -0.726, -0.600, 0.368, 0.092, -0.006, -0.798, -0.412, 0.078, 0.104, 0.346, 0.388, 0.367, 0.110, -0.642, 0.327, -0.385, -0.401, 1.138, 0.366, 0.320, 0.165, -0.670, -0.118, -0.639, 0.446, -0.576, 0.252, 0.421, -0.134, -0.742, -0.750, 0.267, 0.074, 0.292, 0.431, 0.370, 0.319, -0.670, 0.164, -0.386, -0.413, 1.748, 0.664, 0.323, 0.244, -0.921, -0.521, 0.202, -0.464],
  "multiplicity": 1,
  "total_charge": 0,
  "homo_lumo_gap_ev": 9.65,
  "energy_ha": -4301.348399
}